[1]
18
Properties=species:S:1:pos:R:3:forces:R:3 method="wB97M-V/def2-TZVPD" lumo_energy_ev="0.2412 / 0.3403" gap_ev="7.85 / 6.72"
C -2.043323 2.426080 -1.845673 -0.04 -0.09 0.07
C -1.586930 1.777602 -0.774218 -0.05 -0.37 -0.13
C 1.644975 -1.040111 1.283077 -0.45 -0.22 0.04
C 0.232223 -1.667311 0.987776 0.47 -0.17 0.19
C 2.284154 -0.405053 0.120288 -1.03 0.11 -0.28
N -0.789083 -0.713711 0.676760 -0.58 0.51 0.07
Si -0.761919 0.120168 -0.828289 1.51 0.26 0.80
H -2.468228 3.416686 -1.784105 -0.01 0.15 0.04
H -2.020964 1.983924 -2.829795 0.00 -0.09 -0.18
H -1.629627 2.287353 0.182391 0.03 0.02 0.11
H 1.522926 -0.321340 2.097017 0.04 -0.06 0.06
H 2.235873 -1.884553 1.660001 0.09 0.07 0.03
H 0.333844 -2.343434 0.138320 0.07 -0.17 0.04
H -0.075545 -2.248816 1.862786 0.06 -0.06 -0.12
H 2.596700 0.617783 0.157424 0.14 0.30 -0.03
H 2.658211 -1.015545 -0.679441 0.15 -0.15 -0.22
H -1.073851 -0.195523 1.496236 -0.10 0.06 -0.06
H -1.059436 -0.794201 -1.920556 -0.30 -0.09 -0.41

[2]
44
Properties=species:S:1:pos:R:3:forces:R:3 method="wB97M-V/def2-TZVPD" lumo_energy_ev=-3.1865 gap_ev=7.96 total_charge=+1
Lu -0.042295 0.200826 -0.606290 -2.81 0.07 -1.98
H 1.670617 0.630360 0.351066 1.22 -1.92 0.45
H 1.687724 -0.194706 0.342936 1.11 2.12 0.41
P 0.279818 2.720651 -1.076034 0.63 -0.88 0.24
P 0.166161 -2.328598 -1.071836 0.68 1.45 0.35
C -1.149908 -3.099560 -0.112491 0.09 -1.09 -0.32
H -1.132938 -4.153215 -0.422914 -0.55 0.00 0.41
H -0.963405 -3.011809 0.964348 0.02 -0.24 -0.38
H -2.114414 -2.633297 -0.342758 0.19 -0.16 -0.05
C -0.204736 -2.546904 -2.815824 0.24 -1.09 0.07
H 0.585221 -2.082168 -3.415862 -0.17 -0.15 0.17
H -0.228691 -3.641094 -2.946646 -0.11 0.31 -0.57
H -1.160911 -2.088402 -3.057039 0.02 -0.05 0.04
C 1.729937 -3.147806 -0.688258 -0.81 -0.65 -0.39
H 1.936548 -3.059200 0.377514 0.07 -0.19 -0.09
H 1.551559 -4.181882 -0.994360 0.74 -0.20 0.25
H 2.517990 -2.674237 -1.268704 0.03 -0.10 -0.04
C -0.252425 2.967608 -2.779211 0.20 0.83 -0.08
H -0.205466 4.059186 -2.938673 -0.14 -0.37 -0.38
H 0.424772 2.434719 -3.459351 -0.17 0.18 0.25
H -1.265003 2.587359 -2.920255 0.12 0.08 0.05
C -0.872323 3.608698 -0.004546 0.35 0.88 -0.37
H -0.568542 3.503820 1.040708 -0.05 0.27 -0.25
H -0.812834 4.653669 -0.334255 -0.48 0.03 0.48
H -1.881098 3.209124 -0.129001 0.04 0.15 -0.08
C 1.930582 3.443192 -0.887753 -0.91 0.53 -0.14
H 2.617105 2.906786 -1.536399 0.05 0.07 -0.05
H 1.796567 4.486099 -1.186422 0.69 0.10 0.15
H 2.234343 3.345079 0.154465 0.11 0.21 -0.07
H 1.350697 0.185712 -1.984990 0.18 -0.08 0.29
H -1.297944 0.221063 -2.048173 -0.58 0.01 -0.05
C -1.820470 -1.293144 3.114133 -1.36 -0.81 0.27
P -0.731435 -0.574232 1.903307 0.22 -0.35 0.35
C -0.927685 1.161188 2.418249 1.11 0.75 1.17
C 0.809214 -1.346917 2.542639 1.11 1.16 1.05
H -2.842117 -0.885604 2.978577 0.45 -0.38 0.18
H -1.453238 -1.030801 4.121756 -0.18 -0.14 -0.41
H -1.840673 -2.396623 3.005658 -0.15 0.61 0.17
H -1.063816 1.205044 3.531551 0.23 0.19 -0.94
H -0.035800 1.781472 2.143937 -0.72 -0.39 0.28
H -1.820489 1.594316 1.949968 0.18 -0.21 0.03
H 0.776440 -1.328017 3.664316 0.21 -0.10 -0.93
H 0.877546 -2.386021 2.212306 -0.21 0.12 0.01
H 1.745822 -0.821715 2.210619 -0.91 -0.57 0.46

[3]
40
Properties=species:S:1:pos:R:3:forces:R:3 method="wB97M-V/def2-TZVPD" lumo_energy_ev=2.6615 gap_ev=7.91 total_charge=-1
Pd -1.338816 -0.560926 -0.564000 -0.12 0.04 -0.02
O -3.370202 1.078076 -5.184738 0.00 0.00 0.00
C -2.540666 1.341837 -4.128270 0.00 0.00 0.00
C -1.778935 2.505584 -4.066055 0.00 0.00 0.00
C -0.972406 2.676818 -2.957057 0.01 0.01 -0.01
N -0.876980 1.800490 -1.959767 -0.01 -0.01 -0.02
C -1.613082 0.687354 -2.024319 -0.02 0.02 -0.02
Br -3.710254 -0.327682 0.014378 0.02 -0.03 -0.01
C -2.467084 0.426765 -3.098468 -0.01 -0.01 0.00
H -3.318152 1.812823 -5.803738 0.00 0.00 0.00
H -1.816005 3.251680 -4.852301 0.00 0.00 0.00
H -0.363909 3.573342 -2.869074 0.00 0.00 0.00
H -3.076534 -0.465402 -3.114745 0.00 0.01 -0.01
C -2.358473 -2.534000 2.701355 0.00 0.00 0.01
C -0.978367 -2.419107 2.166243 -0.01 0.01 0.00
N -0.635300 -1.872710 1.020804 0.06 0.01 0.02
C 0.728741 -1.964426 0.920261 -0.01 -0.04 -0.01
C 1.224822 -2.591397 2.026787 0.02 0.00 -0.01
N 0.126294 -2.871747 2.800558 -0.01 0.00 0.01
C 2.572655 -2.962124 2.509644 -0.01 -0.01 -0.02
O 3.582771 -2.645166 1.737124 -0.01 0.04 -0.06
O 2.691128 -3.535398 3.576213 0.01 0.01 0.00
C 1.422907 -1.372110 -0.258034 0.00 0.08 0.04
O 2.671632 -1.457846 -0.313407 0.02 -0.04 0.01
O 0.692168 -0.810185 -1.115769 0.06 -0.03 0.00
H -3.029334 -1.975757 2.050692 -0.01 0.00 0.00
H -2.416537 -2.121272 3.709658 0.00 0.00 0.00
H -2.677376 -3.577666 2.735862 0.00 0.00 0.00
H 0.189744 -3.326075 3.696713 0.00 0.00 0.00
H 3.260638 -2.159003 0.880546 -0.03 -0.02 0.05
C 2.036189 1.948404 -0.350517 0.02 0.00 0.02
S 0.980087 2.287570 1.057377 0.01 -0.01 -0.05
C 2.305469 2.811825 2.165613 -0.01 0.00 0.00
O 0.523159 0.976079 1.594424 0.03 -0.03 0.07
H 2.509372 2.882199 -0.659607 0.00 0.00 -0.01
H 1.386349 1.566010 -1.133841 -0.02 0.01 -0.01
H 2.775744 1.195314 -0.076535 0.00 0.00 0.02
H 2.783810 3.710282 1.774596 0.00 0.00 0.00
H 3.021909 1.995393 2.258397 0.00 0.00 0.00
H 1.852820 3.022153 3.132998 0.00 0.00 0.00

[4]
11
Properties=species:S:1:pos:R:3:forces:R:3 method="wB97M-V/def2-TZVPD" lumo_energy_ev="-5.8360 / -5.8268" gap_ev="8.67 / 8.79" total_charge=+1
C -0.262090 -0.189945 0.159848 -0.93 3.20 -3.45
N -1.228305 -0.186447 0.982819 -0.22 1.50 -3.96
N -0.788427 1.429675 -1.123737 2.33 -1.48 6.30
Si 1.543472 -0.914236 0.213272 -0.21 0.30 -0.76
H -2.093472 0.307688 0.733938 0.30 0.03 0.42
H -1.020940 -0.416601 1.875043 0.12 -1.57 3.86
H -0.006152 1.831873 -1.572212 1.57 -0.08 -0.48
H -1.443397 1.262851 -1.773131 -3.04 -1.79 -3.09
H 1.283187 -1.665070 1.498656 0.77 0.55 -0.29
H 1.748360 -1.900696 -0.931697 -0.30 0.74 0.71
H 2.267766 0.440909 -0.062800 -0.39 -1.39 0.74

Calculated energy in order - -541.2404, -2620.7164, -4220.3752, -440.8683 hartree